1.
Here is a molecular structure, C23H52AlFN3O7 in a non-equilibrium geometry from the Open Molecules 2025 dataset. Energies are from ωB97M-V/def2-TZVPD.

Each line ends with the Löwdin charge.
Element x y z (Å)
C1 0.217 1.345 2.693  -0.004
C2 0.912 1.138 1.431  -0.036
C3 1.252 2.311 0.409  -0.374
O1 0.674 2.238 -0.708  0.070
O2 2.113 3.422 0.718  -0.072
C4 1.234 4.594 0.554  -0.192
C5 1.830 5.944 1.162  -0.158
C6 1.892 6.003 2.766  -0.210
C7 0.776 5.139 3.524  -0.215
C8 -0.686 5.851 3.576  -0.267
C9 -1.842 4.907 2.909  -0.271
Al1 -2.454 5.575 1.077  0.276
F1 -1.936 4.446 -0.341  -0.348
C10 -4.538 5.496 1.081  -0.157
C11 -4.892 4.000 1.559  -0.473
O3 -4.975 3.039 0.746  -0.010
O4 -5.080 3.727 2.976  -0.038
H1 -0.910 1.213 2.838  0.071
H2 0.840 1.618 3.611  0.070
H3 1.179 0.061 1.164  0.090
H4 0.209 4.326 0.974  0.096
H5 1.135 4.753 -0.587  0.140
H6 2.928 6.003 0.796  0.112
H7 1.300 6.833 0.672  0.115
H8 1.700 7.108 3.055  0.105
H9 2.953 5.783 3.167  0.104
H10 1.112 5.078 4.630  0.103
H11 0.691 4.054 3.173  0.070
H12 -0.687 6.914 3.166  0.076
H13 -0.995 5.942 4.688  0.090
H14 -1.530 3.790 2.931  0.043
H15 -2.766 4.963 3.606  0.047
H16 -1.907 7.062 0.858  -0.069
H17 -4.934 5.618 0.010  0.066
H18 -4.997 6.284 1.772  0.057
H19 -4.198 3.375 3.247  0.081
C12 3.960 -1.248 -0.102  -0.065
C13 3.384 -2.133 1.000  -0.432
C14 4.287 -3.321 1.387  -0.202
O5 4.303 -4.391 0.445  -0.196
C15 5.109 -4.156 -0.696  -0.115
N1 2.044 -2.584 0.596  0.044
H20 3.842 -1.680 -1.097  0.065
H21 3.449 -0.281 -0.119  0.067
H22 5.025 -1.056 0.063  0.077
H23 3.275 -1.504 1.892  0.129
H24 3.893 -3.756 2.312  0.118
H25 5.310 -2.994 1.611  0.115
H26 6.014 -3.590 -0.452  0.088
H27 4.531 -3.645 -1.467  0.066
H28 5.407 -5.125 -1.102  0.083
H29 1.618 -3.078 1.376  0.072
H30 2.172 -3.312 -0.113  0.024
C16 1.328 -6.507 -1.482  -0.069
C17 0.525 -5.301 -1.961  -0.412
C18 -0.113 -5.484 -3.352  -0.196
O6 0.799 -5.394 -4.443  -0.189
C19 1.580 -6.558 -4.654  -0.113
N2 1.383 -4.110 -1.916  0.049
H31 2.315 -6.568 -1.943  0.061
H32 1.491 -6.451 -0.403  0.077
H33 0.797 -7.442 -1.690  0.076
H34 -0.293 -5.157 -1.246  0.139
H35 -0.829 -4.669 -3.504  0.119
H36 -0.689 -6.416 -3.412  0.118
H37 1.018 -7.474 -4.448  0.089
H38 2.487 -6.518 -4.048  0.071
H39 1.889 -6.571 -5.701  0.086
H40 0.816 -3.289 -2.125  0.078
H41 2.024 -4.170 -2.708  0.081
C20 -3.176 -0.776 0.034  -0.068
C21 -2.523 -0.364 -1.282  -0.414
C22 -3.524 0.079 -2.367  -0.186
O7 -4.247 -0.987 -2.983  -0.200
C23 -5.319 -1.493 -2.206  -0.118
N3 -1.666 -1.463 -1.755  0.035
H42 -3.603 -1.780 -0.002  0.058
H43 -2.437 -0.780 0.840  0.069
H44 -3.970 -0.077 0.315  0.080
H45 -1.880 0.496 -1.064  0.136
H46 -2.956 0.550 -3.176  0.122
H47 -4.214 0.842 -1.990  0.125
H48 -5.824 -0.705 -1.640  0.093
H49 -4.963 -2.279 -1.539  0.068
H50 -6.042 -1.947 -2.887  0.081
H51 -1.145 -1.144 -2.569  0.069
H52 -2.281 -2.188 -2.130  0.060

Computed properties:
**HOMO-LUMO gap**: 6.918 eV
**Net charge**: -1
**E_HOMO**: -5.510 eV

***

2.
Here is a molecular structure, C23H52ErNO6P2Si in a non-equilibrium geometry from the Open Molecules 2025 dataset. Energies are from ωB97M-V/def2-TZVPD.

Each line ends with the Löwdin charge.
Element x y z (Å)
C1 -5.361 1.797 -2.386  -0.043
C2 -4.192 1.115 -2.015  -0.364
N1 -3.182 1.845 -1.429  -0.046
C3 -3.308 3.159 -1.153  -0.323
C4 -4.438 3.856 -1.531  -0.054
C5 -5.481 3.162 -2.163  -0.055
C6 -3.978 -0.289 -2.279  -0.307
P1 -2.592 -1.134 -1.553  0.713
Er1 -1.361 0.774 -0.746  0.477
P2 -0.573 2.966 -0.371  0.775
C7 -2.219 3.819 -0.310  -0.241
O1 -2.689 0.547 -4.765  -0.094
O2 -1.240 2.765 -4.197  -0.119
H1 -6.178 1.235 -2.857  0.115
H2 -4.519 4.930 -1.307  0.113
H3 -6.393 3.688 -2.464  0.110
C8 -3.077 -2.228 -0.190  -0.245
C9 -1.837 -2.227 -2.785  -0.248
H4 -2.107 4.882 -0.573  0.097
H5 -2.537 3.775 0.749  0.103
H6 -3.147 0.221 -3.941  -0.006
H7 -4.839 -0.871 -2.619  0.069
C10 0.201 3.219 1.238  -0.239
C11 0.415 3.839 -1.593  -0.236
H8 -0.565 0.481 -2.274  0.084
H9 -0.476 2.518 -4.743  0.052
H10 -1.886 2.033 -4.400  -0.004
H11 -3.415 0.663 -5.401  0.072
H12 -1.891 0.657 0.596  -0.151
H13 -1.042 1.308 -2.411  0.068
H14 -3.768 -2.996 -0.567  0.050
H15 -2.181 -2.712 0.235  0.017
H16 -3.573 -1.641 0.598  0.048
H17 -2.541 -3.035 -3.034  0.051
H18 -1.611 -1.650 -3.695  0.039
H19 -0.906 -2.660 -2.383  0.028
H20 0.545 4.891 -1.294  0.052
H21 1.406 3.358 -1.676  0.058
H22 -0.099 3.771 -2.568  0.026
H23 0.341 4.294 1.434  0.060
H24 -0.418 2.771 2.033  0.043
H25 1.179 2.711 1.243  0.047
C12 1.941 -1.137 4.207  -0.017
C13 1.231 0.024 3.520  -0.617
C14 -0.291 -0.082 3.627  -0.011
C15 1.757 1.354 4.057  -0.021
O3 1.569 -0.009 2.134  -0.066
Si1 1.425 -0.677 0.742  -0.269
O4 0.604 0.252 -0.230  -0.353
O5 2.833 -0.888 0.146  -0.070
C16 4.191 -0.481 0.088  -0.628
C17 4.211 1.021 -0.199  -0.019
C18 4.830 -0.825 1.433  -0.017
C19 4.818 -1.282 -1.055  -0.024
O6 0.763 -2.083 0.880  -0.062
C20 0.946 -3.498 0.966  -0.615
C21 0.603 -4.088 -0.399  -0.021
C22 2.402 -3.787 1.325  -0.021
C23 -0.008 -4.014 2.045  -0.018
H26 1.699 -1.092 5.277  0.091
H27 3.034 -1.081 4.082  0.087
H28 1.592 -2.104 3.820  0.063
H29 -0.555 -0.036 4.692  0.089
H30 -0.790 0.746 3.098  0.067
H31 -0.654 -1.033 3.206  0.088
H32 2.849 1.431 3.922  0.091
H33 1.282 2.214 3.563  0.065
H34 1.523 1.397 5.128  0.088
H35 3.715 1.583 0.609  0.086
H36 5.262 1.333 -0.261  0.087
H37 3.707 1.248 -1.152  0.092
H38 4.760 -1.905 1.646  0.086
H39 5.888 -0.538 1.384  0.088
H40 4.347 -0.268 2.252  0.076
H41 4.756 -2.366 -0.864  0.082
H42 4.315 -1.066 -2.012  0.093
H43 5.873 -0.992 -1.127  0.085
H44 1.240 -3.662 -1.192  0.101
H45 0.767 -5.173 -0.349  0.090
H46 -0.456 -3.920 -0.647  0.064
H47 2.689 -3.333 2.286  0.082
H48 2.517 -4.878 1.408  0.092
H49 3.086 -3.428 0.541  0.076
H50 0.208 -3.584 3.035  0.077
H51 -1.060 -3.796 1.808  0.077
H52 0.115 -5.104 2.108  0.090

Computed properties:
**Spin multiplicity**: 4
**<S²>**: 3.762
**HOMO-LUMO gap (alpha / beta)**: 7.112 / 7.173 eV
**E_HOMO (alpha / beta)**: -7.040 / -7.047 eV